# 1
The following is a quantum chemistry calculation of an isolated ion of composition C6H12NO and charge +1 at a distorted geometry, from OMol25.

Values from the calculation:
E   -365.4926 hartree
Energy above the lowest of the compared OMol25 structures with the same formula, charge and spin   1.545 eV
Orbital gap   8.92 eV
Charge   +1
HOMO   -13.006 eV
SMILES   C=C(C)C[C@@H]([NH3+])C=O
Largest force on an atom   2.606 eV Å⁻¹

Last column: natural (NBO) charge in e.
Geometry (Å):
H: 0.4906 1.1522 3.4875  0.232
C: 0.3613 0.4466 1.3976  0.009
H: 2.1500 1.7263 1.5180  0.256
C: -0.5389 -0.3624 0.4516  -0.516
H: -1.5161 0.1139 0.5797  0.252
H: -0.1900 -2.5635 -1.0664  0.454
C: 1.5729 1.1391 0.8024  -0.668
O: -1.1147 0.3519 -2.9604  -0.487
H: -0.8886 -1.2648 0.9516  0.261
C: -0.1343 -0.4250 -0.9808  -0.157
H: 2.2073 0.2874 0.4780  0.209
H: -1.2147 1.5671 -1.3831  0.180
C: 0.0365 0.6347 2.6683  -0.362
C: -0.9404 0.6041 -1.7944  0.413
H: 0.0350 -1.8351 -2.6315  0.471
H: 0.9502 -0.1952 -1.0716  0.271
H: -0.9246 0.2273 2.9748  0.186
H: 1.3446 1.8974 0.0738  0.222
N: -0.3341 -1.7610 -1.6844  -0.670
H: -1.3519 -1.7410 -1.8105  0.444

=====

# 2
The following is a quantum chemistry calculation of a 7-piece molecular cluster, C48H98BrClO14PS6 overall at a distorted geometry, from OMol25.

Values from the calculation:
E   -8705.6463 hartree
Orbital gap   4.96 eV
Charge   -1
HOMO   -3.965 eV
Largest force on an atom   3.256 eV Å⁻¹

Last column: Löwdin charge in e.
Geometry (Å):
H: -3.5638 0.3352 7.5240  0.093
O: -5.4903 2.8968 7.1936  -0.332
H: 2.1343 1.7343 -4.9984  0.081
C: 1.1444 -0.2130 -5.1933  -0.184
C: -2.2886 -2.7811 8.1104  -0.221
H: 1.0057 0.0887 -6.2518  0.077
O: -3.0601 -1.2089 10.0794  -0.314
C: 5.7184 5.8179 -5.1750  -0.223
H: 5.9022 -0.8267 -6.3441  0.072
H: -2.1013 1.0562 9.6251  0.082
H: -1.7446 1.2767 4.4053  0.105
H: -7.3386 -4.0170 4.4358  0.119
H: -1.5131 1.5736 8.0475  0.123
H: 6.6415 5.4492 -4.7196  0.114
C: 5.3561 4.9378 -6.3770  -0.221
H: 6.1232 0.9942 -11.2271  0.052
H: 2.0786 -1.7178 -3.9507  0.083
H: 6.6494 -0.7514 -11.4486  0.056
H: 5.6907 3.0333 -5.3886  0.113
H: 0.6017 2.7280 -3.6733  0.092
H: 1.3090 -0.6363 -2.1488  0.095
S: -0.1957 2.1048 1.8055  0.672
C: 1.8524 -1.5925 -5.0391  -0.141
H: 2.8217 1.6470 -10.0443  0.064
H: -5.7901 -4.5395 6.5583  0.109
H: 3.4371 1.1218 -0.9865  0.098
H: 0.0950 1.8323 -1.3147  0.063
H: 2.4282 -5.8057 -5.7976  0.104
H: -3.0251 -4.3160 10.3375  0.117
H: 1.3758 -3.3376 -7.2259  0.093
C: 3.8045 -0.9810 -1.5136  -0.209
H: 5.5245 -3.0297 -1.5666  0.087
S: -7.9174 5.7709 5.0039  0.667
C: 3.5652 -5.8210 -1.5246  -0.121
H: -0.1341 -4.1296 -5.8687  0.054
O: -3.4702 2.3979 5.7591  -0.316
O: 3.5366 -2.3448 -8.1827  -0.318
H: -10.1844 6.4629 4.7417  0.100
C: -6.8233 -1.9980 5.0092  -0.213
H: -2.3683 4.2384 7.2594  0.106
H: -0.6236 4.3617 2.4464  0.107
H: -3.2256 1.1218 3.4722  0.109
H: -6.8175 4.1540 6.3702  0.060
O: 2.4807 4.2953 -4.9196  -0.315
H: 1.1110 -2.3776 -5.2818  0.064
H: -4.4358 1.1381 8.8580  0.113
H: 2.7769 -6.1289 -0.8059  0.061
O: -8.0480 5.3347 3.6335  -0.329
H: 6.9009 -3.6973 -6.6894  0.087
H: -1.5154 -5.2323 10.3896  0.115
H: 4.0812 -6.7420 -1.8716  0.063
H: -2.5468 -4.9395 8.0041  0.115
C: 3.7553 1.6365 -9.4539  -0.148
H: 4.9207 5.7844 -3.1400  0.099
H: -2.5578 3.5730 4.0953  0.086
C: 4.8642 3.6189 -5.7929  -0.219
C: -2.5151 3.1436 9.1429  -0.206
H: -6.2451 -3.7233 8.0825  0.108
C: 3.4544 -2.8769 -6.8397  -0.421
C: -2.1914 3.0348 3.2287  -0.225
S: -4.0775 2.6127 7.0536  0.714
C: 6.3018 -1.6508 -6.9582  -0.122
H: 4.0351 -1.5972 -5.0512  0.104
H: -2.0286 0.6542 1.4495  0.106
H: 5.9511 -1.6561 -8.0043  0.067
C: -3.6461 1.2455 8.1142  -0.230
C: -9.9954 5.3572 6.6170  -0.223
C: 4.7002 -0.5246 -10.3894  -0.284
C: -7.7903 -3.6951 6.5213  -0.221
S: -5.6516 -2.1928 6.3504  0.659
C: 1.0346 1.5712 -1.8594  -0.202
C: 1.4429 0.1369 -1.3602  -0.173
H: -8.7385 -2.9809 4.6872  0.116
H: -7.3733 -1.0728 5.1777  0.109
H: 3.6689 -2.3216 0.2261  0.108
H: 6.2079 4.7874 -7.0407  0.114
C: 4.4776 -3.4097 -1.5073  -0.256
H: 3.6610 2.1866 -8.4901  0.046
O: -6.8933 6.7030 5.4136  -0.324
H: 5.1206 0.3179 -8.4469  0.078
H: 2.9206 -0.0513 0.2501  0.096
H: -8.2361 3.4906 5.5116  0.113
H: 1.7994 2.3332 -1.6129  0.099
H: 4.8728 -0.7064 -1.3746  0.109
H: -10.6024 4.5952 6.1209  0.115
C: -9.5027 6.3766 5.5856  -0.229
C: -1.9783 -4.3166 10.0211  -0.221
H: -0.1907 -3.1534 10.4323  0.109
C: 4.5281 -4.8118 -0.7998  -0.240
H: -0.3119 1.2140 -3.5164  0.094
C: -8.7579 4.6991 7.2376  -0.220
S: 3.8228 4.1035 -4.4263  0.658
H: -3.1906 3.2185 9.9994  0.118
C: 1.7676 0.9330 -4.3199  -0.175
C: 4.5684 5.7142 -4.1673  -0.227
C: 0.7032 1.6533 -3.3991  -0.181
H: -1.7513 -2.4390 7.2286  0.113
H: 4.3580 -4.7300 0.2904  0.094
H: 1.5194 -1.2883 -7.7085  0.000
O: 3.3946 -0.4749 -6.5541  -0.319
H: 2.4810 -4.5441 -7.9219  0.119
H: 4.1701 -3.5430 -2.5697  0.072
C: -2.3340 1.6707 8.7625  -0.230
C: -0.7397 3.3893 2.9213  -0.227
H: 6.7517 -0.0230 -9.8373  0.057
P: 2.8017 -0.7678 -8.1686  0.522
H: -2.8270 3.2930 2.3767  0.125
H: -9.3431 7.3564 6.0346  0.102
C: -7.7447 -3.2210 5.0650  -0.212
Cl: 6.3113 -2.9996 -4.5054  0.567
C: 2.9354 0.1454 -0.8450  -0.189
O: -5.8710 -1.1413 7.3140  -0.308
H: 0.1042 -0.3577 -4.8042  0.100
H: -8.2556 5.4091 7.9004  0.120
C: 6.1517 -0.0171 -10.7746  -0.132
H: 4.2906 3.0198 -6.4986  0.093
C: 6.0690 -3.0518 -6.3293  -0.657
H: 2.5187 -4.2799 -4.8806  0.071
H: 2.4642 -2.6689 -1.1537  0.108
H: -8.2499 -4.6793 6.6129  0.116
H: -9.0190 3.8177 7.8235  0.116
C: 2.2919 -3.9364 -7.0178  -0.134
H: 3.9804 -0.3498 -11.2193  0.095
H: -3.7982 4.6641 8.2352  0.103
H: 2.0607 0.4933 -8.2732  -0.017
H: -6.2818 -1.9409 4.0670  0.108
C: 3.4956 -2.3818 -0.8660  -0.192
H: 3.0616 -5.3837 -2.4070  0.020
S: -1.8493 -1.7534 9.5083  0.672
O: -0.7285 -0.9165 9.1494  -0.319
H: 5.8905 6.8542 -5.4695  0.108
C: 4.2026 0.1733 -9.0737  -0.473
C: -1.8986 -4.2121 8.4937  -0.204
H: 0.7740 -0.1430 -0.5191  0.092
H: 4.6434 -4.6630 -6.0988  0.103
H: -0.1219 3.3326 3.8187  0.105
H: 2.6437 0.6001 -3.7324  0.096
O: -0.4943 2.5127 0.4532  -0.323
H: -0.8750 -4.4147 8.1685  0.120
H: 2.3071 -1.1188 -9.5099  0.000
C: 3.2270 -1.7044 -5.8044  -0.263
C: 4.7476 -3.7663 -6.7475  -0.145
H: -10.6223 5.8337 7.3720  0.110
H: 3.6255 -1.0155 -2.6077  0.081
H: -8.3748 -2.9921 7.1208  0.120
O: 1.1239 1.6674 2.1966  -0.325
O: -4.3425 -2.4701 5.8060  -0.325
O: 4.1122 3.2575 -3.2936  -0.320
C: 2.0028 -4.7846 -5.7281  -0.277
H: 7.4096 -1.4999 -6.9989  0.076
H: 0.1026 -5.9242 -5.5378  0.047
H: 4.6040 2.1304 -9.9881  0.056
C: -6.3425 -3.7078 6.9981  -0.234
H: 5.5618 -5.2040 -0.9463  0.092
H: 3.8052 6.4699 -4.3500  0.101
Br: 0.2469 -4.5999 -3.4054  0.558
H: 4.9239 -4.1536 -7.7767  0.129
H: -0.8818 -0.0177 2.6380  0.102
H: -1.5131 -2.8576 11.5968  0.108
C: -1.4017 0.8809 2.3114  -0.217
H: -1.5702 3.6054 9.4306  0.115
C: -7.8459 4.3422 6.0701  -0.238
C: -1.2712 -3.0773 10.5586  -0.230
H: 4.7956 -1.6269 -10.2864  0.086
H: 4.5575 5.4116 -6.9544  0.120
C: 0.4792 -4.8992 -5.3730  -0.534
H: -3.3602 -2.6869 7.9489  0.066
C: -3.1331 3.8563 7.9350  -0.212
C: -2.2110 1.5169 3.4483  -0.235

=====

# 3
The following is a quantum chemistry calculation of one molecule with the formula C25H37N3O5, from OMol25.

Values from the calculation:
E   -1515.3654 hartree
Energy above the lowest of the compared OMol25 structures with the same formula, charge and spin   0.101 eV
Orbital gap   9.00 eV
Charge   0
HOMO   -8.453 eV
SMILES   COc1cccc(C[C@H](NC(C)=O)C(=O)NC2CCN(C(=O)C3CCCCC3)CC2)c1OC
Largest force on an atom   0.632 eV Å⁻¹

Last column: natural (NBO) charge in e.
Geometry (Å):
O: 3.3173 -0.4451 0.8860  -0.636
H: -1.0122 1.9662 -2.7791  0.241
H: 0.1778 -2.4175 2.7033  0.218
N: -1.9871 0.1842 2.5709  -0.446
C: -5.3377 3.3544 4.3573  -0.395
H: 3.3865 -1.4705 -7.1246  0.219
H: 3.8764 -2.2247 -1.3684  0.245
C: 3.5744 -1.2624 -1.7826  -0.422
H: -6.3803 3.3598 4.6811  0.209
H: -0.1537 -1.2462 3.9868  0.213
H: -5.0066 1.3137 4.9778  0.220
H: -1.5030 2.5121 4.4177  0.202
H: -2.8677 4.5561 4.0939  0.190
N: 1.0686 -0.7371 0.8881  -0.647
C: 0.2986 1.0228 2.4232  -0.404
C: 3.5462 -1.3315 -3.2823  -0.059
H: -4.5717 3.4386 6.3638  0.195
C: 2.1947 -0.9261 -1.2156  -0.139
C: 2.9369 -2.4296 -3.9014  0.315
H: 3.0624 -5.0995 -3.9712  0.178
C: 3.4272 -1.4454 -6.0479  -0.284
O: -3.5576 -0.4766 4.0261  -0.647
C: 4.0328 -0.3679 -5.4272  -0.215
H: 1.6808 -4.5835 -7.4934  0.201
C: -2.5519 2.5217 4.7219  -0.390
H: 2.3369 0.8181 -2.3836  0.406
C: -3.0017 0.4324 3.4343  0.706
H: -1.5985 -1.4063 1.2922  0.189
H: 4.2840 -0.5059 -1.4439  0.232
C: -2.9946 3.9555 4.9987  -0.394
C: -0.1449 -1.3961 2.9062  -0.410
H: 0.3137 1.2932 3.4806  0.206
H: 1.4975 -1.7505 -1.4012  0.234
H: -3.3361 2.4439 2.7053  0.204
C: 4.0837 -0.3084 -4.0496  -0.236
C: -4.8945 1.9226 4.0799  -0.389
C: 0.8394 -0.4062 2.2777  -0.061
O: 2.4248 -3.3559 -3.0383  -0.523
C: 2.2755 -0.6737 0.3074  0.684
H: 1.6473 -2.8205 -7.7340  0.178
C: -1.1346 1.1298 1.8898  -0.231
C: -1.5589 -1.1861 2.3643  -0.233
O: 2.2318 -3.5506 -5.8801  -0.508
H: 0.5641 2.6665 -2.3702  0.230
C: 0.0596 1.7910 -2.7737  -0.710
C: 2.8687 -2.4794 -5.3066  0.228
H: 3.2080 -3.6934 -7.7073  0.178
H: 0.4037 1.6277 -3.7926  0.232
H: -1.4951 2.1478 2.0215  0.212
H: -4.7692 5.0221 5.6064  0.205
C: 2.1973 -4.6864 -3.4479  -0.238
H: -5.5185 1.4783 3.3020  0.212
H: 0.2587 -0.7923 0.2772  0.434
C: -4.4574 3.9904 5.4283  -0.396
H: 1.3152 -4.7711 -4.0849  0.189
H: 0.9459 1.7150 1.8823  0.215
H: 2.0339 -5.2428 -2.5245  0.189
H: -2.2657 -1.8323 2.8872  0.255
C: 2.2004 -3.6500 -7.2816  -0.250
H: -2.3650 4.3898 5.7784  0.208
H: -2.6414 1.9292 5.6350  0.210
C: 0.3664 0.5794 -1.9234  0.695
O: -0.4932 -0.0468 -1.3219  -0.665
N: 1.6701 0.2629 -1.8701  -0.603
H: 4.4590 0.4217 -6.0266  0.215
H: -5.2713 3.9423 3.4378  0.188
H: 1.8165 -0.4762 2.7691  0.236
C: -3.4295 1.8818 3.6389  -0.311
H: 4.5660 0.5255 -3.5604  0.210
H: -1.1494 0.8977 0.8178  0.216

=====

# 4
The following is a quantum chemistry calculation of a 8-piece molecular cluster, C16H40O8 overall at a distorted geometry, from OMol25.

Values from the calculation:
E   -1235.4588 hartree
Energy above the lowest of the compared OMol25 structures with the same formula, charge and spin   0.534 eV
Orbital gap   9.60 eV
Charge   0
HOMO   -9.066 eV
SMILES   C1CCOC1.C1CCOC1.C1CCOC1.C1CCOC1.O.O.O.O
Largest force on an atom   3.337 eV Å⁻¹

Last column: natural (NBO) charge in e.
Geometry (Å):
H: -26.6240 20.4738 -11.8950  0.218
H: -22.2494 23.1162 -8.2704  0.173
H: -21.0701 25.7013 -13.3914  0.208
H: -22.4124 19.7780 -8.4259  0.203
H: -21.8353 25.1398 -10.3974  0.182
H: -22.7318 19.6042 -16.2561  0.143
O: -23.3308 24.8432 -11.8174  -0.562
C: -24.5942 19.6286 -13.8952  -0.442
C: -24.2049 20.6941 -9.0640  -0.066
H: -26.6111 16.8386 -10.0996  0.184
C: -24.2575 18.6086 -15.0088  -0.433
H: -24.8459 20.0009 -8.5193  0.203
C: -23.7200 25.9740 -12.5924  -0.073
O: -24.7306 22.7848 -12.4936  -1.012
H: -29.1982 18.0825 -10.3559  0.196
H: -24.7331 20.9356 -9.9864  0.169
C: -22.8897 22.6343 -9.0093  -0.070
H: -25.1261 22.8167 -15.7463  0.486
H: -23.1810 23.3815 -9.7475  0.166
H: -20.4913 26.5152 -11.9287  0.222
H: -27.7739 20.4089 -10.5423  0.160
C: -22.6042 26.9874 -12.5031  -0.436
C: -23.2455 20.2508 -13.5947  -0.061
O: -23.9472 21.9747 -8.3925  -0.544
O: -25.5216 23.4778 -15.1782  -0.989
O: -26.3508 18.8680 -10.4136  -0.551
H: -24.9828 18.6833 -15.8190  0.210
H: -25.2884 20.3867 -14.2577  0.201
H: -25.6116 22.9239 -12.1462  0.498
H: -27.4809 18.3922 -12.7677  0.201
H: -28.9454 19.1421 -12.3393  0.213
C: -21.9747 25.0172 -11.4715  -0.076
H: -21.4095 24.1146 -11.7037  0.186
O: -22.2153 19.5086 -14.3027  -0.537
H: -22.7143 19.6240 -10.2265  0.211
C: -22.7396 20.2644 -9.3449  -0.422
H: -25.2531 23.2264 -14.2944  0.504
H: -26.7951 24.2799 -14.4043  0.499
C: -22.7963 18.9067 -15.4210  -0.066
H: -28.0984 23.0761 -11.0683  0.476
H: -21.0447 21.3705 -9.2744  0.212
O: -27.6062 24.6144 -14.0216  -0.988
H: -27.9804 25.1733 -14.7027  0.478
H: -23.7198 25.6857 -13.6436  0.176
H: -27.4420 17.9212 -8.9175  0.173
C: -21.3727 26.1140 -12.4290  -0.423
H: -24.2204 23.5209 -12.1558  0.496
H: -27.7656 23.8063 -12.3520  0.506
C: -28.2808 17.7910 -10.8672  -0.431
H: -22.9790 20.1590 -12.5418  0.193
C: -27.1506 19.8117 -11.2078  -0.081
H: -28.5313 16.8238 -11.3028  0.213
H: -24.2598 17.6047 -14.5840  0.207
H: -23.2716 21.2663 -13.9901  0.172
H: -24.6854 26.2898 -12.1970  0.205
C: -27.1519 17.7743 -9.9578  -0.071
H: -22.1754 18.0764 -15.7576  0.188
H: -22.6034 27.6798 -13.3450  0.220
H: -22.6614 27.5636 -11.5796  0.205
H: -22.0023 21.6612 -10.7818  0.207
H: -25.0413 19.1824 -13.0068  0.220
C: -27.9905 18.8357 -11.9123  -0.421
C: -22.0323 21.5540 -9.6975  -0.445
O: -27.3631 23.3282 -11.6270  -0.981